This record from the OMol25 dataset describes a cluster of 12 separate species, C17H58N4O12 in total. The level of theory is wB97M-V/def2-TZVPD.

energy above the lowest of the compared OMol25 structures with the same formula, charge and spin	6.4488	eV
net charge	0
frontier orbital gap	8.693	eV
highest occupied orbital energy	-0.317	hartree

Positions of all 91 atoms, in Å:
1 N -4.38 -0.95 2.13
2 C -4.17 0.35 2.17
3 N -4.84 0.99 3.08
4 O -3.44 0.97 1.24
5 H -4.26 -1.38 1.22
6 H -4.97 -1.41 2.75
7 H -4.69 2.03 2.95
8 H -5.41 0.69 3.85
9 N 4.28 1.33 1.00
10 C 4.03 0.39 1.89
11 N 2.91 -0.27 1.70
12 O 4.99 0.03 2.81
13 H 5.14 1.88 1.21
14 H 3.72 1.73 0.27
15 H 2.86 -1.18 2.25
16 H 2.32 -0.08 0.93
17 C -2.90 -0.98 -1.66
18 C -4.25 -1.33 -1.02
19 O -4.02 -2.48 -0.31
20 H -2.11 -1.06 -0.88
21 H -2.87 0.06 -2.09
22 H -2.68 -1.64 -2.47
23 H -5.01 -1.46 -1.76
24 H -4.52 -0.48 -0.43
25 H -4.04 -3.26 -0.85
26 C 2.19 3.52 2.10
27 C 2.67 3.67 3.57
28 O 1.66 3.14 4.40
29 H 1.44 4.29 1.93
30 H 1.66 2.61 1.99
31 H 2.95 3.63 1.37
32 H 2.84 4.74 3.82
33 H 3.64 3.18 3.77
34 H 1.65 2.19 4.20
35 C 0.31 -3.37 -0.34
36 C -0.98 -4.11 -0.65
37 O -0.57 -5.46 -0.82
38 H 1.22 -3.70 -0.87
39 H 0.53 -3.51 0.69
40 H 0.22 -2.30 -0.47
41 H -1.37 -3.79 -1.55
42 H -1.81 -4.01 0.07
43 H -1.27 -5.92 -1.25
44 C 0.46 -0.74 -3.48
45 C 0.23 -2.24 -3.72
46 O 0.55 -2.49 -5.06
47 H -0.10 -0.48 -2.62
48 H 0.04 -0.01 -4.12
49 H 1.51 -0.47 -3.34
50 H -0.83 -2.48 -3.60
51 H 0.82 -2.82 -3.03
52 H 0.58 -3.44 -5.16
53 C 3.13 -1.76 -1.41
54 C 3.73 -3.14 -1.74
55 O 3.20 -3.52 -2.98
56 H 2.04 -1.64 -1.51
57 H 3.56 -1.07 -2.04
58 H 3.37 -1.43 -0.40
59 H 3.55 -3.86 -1.00
60 H 4.83 -3.17 -1.86
61 H 3.25 -2.76 -3.50
62 C -1.77 4.00 -1.35
63 O -0.37 4.18 -1.17
64 H -2.42 4.88 -1.10
65 H -2.06 3.17 -0.73
66 H -2.12 3.77 -2.38
67 H -0.18 4.96 -0.61
68 C -0.23 1.03 0.07
69 O 1.03 0.40 -0.17
70 H 0.00 2.05 0.40
71 H -0.60 0.45 0.87
72 H -0.99 1.04 -0.67
73 H 1.49 0.88 -0.86
74 C -1.69 2.99 2.68
75 O -1.44 1.79 3.25
76 H -2.82 3.13 2.60
77 H -1.28 3.10 1.67
78 H -1.28 3.80 3.34
79 H -1.87 1.11 2.77
80 C 2.32 2.90 -2.19
81 O 2.70 1.60 -1.96
82 H 3.08 3.38 -2.78
83 H 2.07 3.58 -1.35
84 H 1.50 2.81 -2.93
85 H 2.97 1.23 -2.80
86 C -1.15 -2.18 2.25
87 O -1.90 -1.31 3.03
88 H -0.08 -1.97 2.31
89 H -1.52 -2.15 1.23
90 H -1.21 -3.22 2.57
91 H -2.78 -1.19 2.64